Record 1
{"formula": "C25H44O2P2V", "method": "ωB97M-V/def2-TZVPD", "spin_multiplicity": 3, "gap_ev": [7.47, 8.40], "e_tot_ha": -2755.9041, "total_charge": 1, "s2": 2.028, "homo_energy_ev": [-10.94, -11.40], "symbols": ["V", "C", "C", "C", "C", "C", "C", "H", "H", "H", "C", "H", "H", "H", "C", "H", "H", "H", "C", "H", "H", "H", "C", "H", "H", "H", "C", "C", "C", "C", "C", "C", "C", "C", "H", "H", "H", "H", "H", "H", "H", "H", "H", "H", "H", "H", "P", "C", "C", "P", "C", "C", "C", "H", "H", "H", "H", "H", "H", "H", "H", "H", "H", "H", "H", "H", "H", "C", "C", "O", "O", "H", "H", "H"], "coordinates": [[-0.02368, 0.03610, -0.51697], [-0.96145, -1.68520, 0.33204], [0.35771, -1.99520, -0.16766], [0.56526, -0.38845, 1.50565], [-0.82796, -0.68123, 1.34593], [1.30172, -1.19573, 0.58038], [-2.24467, -2.38713, 0.01134], [-2.16738, -3.01649, -0.88378], [-3.07302, -1.67256, -0.11477], [-2.51404, -3.04289, 0.85518], [-1.93094, -0.08641, 2.14362], [-2.83270, -0.70677, 2.09554], [-2.17187, 0.91156, 1.74776], [-1.63586, 0.02222, 3.19504], [1.15796, 0.50660, 2.53420], [1.51556, -0.06571, 3.40282], [0.41267, 1.22050, 2.90097], [2.00697, 1.06510, 2.12504], [2.79135, -1.25873, 0.52154], [3.15962, -1.83818, 1.38249], [3.23712, -0.25448, 0.59131], [3.14387, -1.74834, -0.39185], [0.74367, -3.19022, -0.98281], [1.08329, -3.98648, -0.29844], [1.57800, -2.97770, -1.66289], [-0.09464, -3.59785, -1.55604], [-1.51469, 1.55588, -5.38904], [-1.79040, 0.24543, -5.53681], [-1.17606, -0.63214, -6.58350], [0.31230, -0.36787, -6.91749], [1.17179, -0.00375, -5.74984], [1.48554, 1.26365, -5.39936], [0.81661, 2.48228, -5.95635], [-0.68274, 2.35935, -6.33178], [-1.75940, -0.55365, -7.52073], [0.38042, 0.41118, -7.69039], [-1.27971, -1.68063, -6.26650], [-0.76996, 1.93111, -7.33799], [-1.98906, 2.15066, -4.60662], [-2.66683, -0.19810, -5.05062], [-1.10331, 3.38447, -6.35178], [0.92451, 3.29975, -5.22720], [2.37275, 1.48485, -4.79358], [1.35278, 2.80392, -6.86479], [0.71711, -1.30598, -7.34270], [1.64457, -0.86691, -5.27940], [-1.53528, 0.34841, -2.33780], [-3.06481, 1.27531, -2.32952], [-1.53950, -1.32584, -3.03858], [1.64227, 0.83038, -2.15084], [-0.02518, 1.22186, -2.97026], [2.62403, -0.45782, -2.97839], [2.63518, 2.33250, -2.09698], [-3.08659, 1.84235, -1.38756], [-3.91345, 0.57790, -2.35361], [-3.13002, 1.97360, -3.16662], [-1.08292, -1.35827, -4.03306], [-2.58069, -1.66610, -3.10080], [-0.98457, -2.01118, -2.38781], [2.58704, 2.87228, -3.04745], [3.66896, 2.05654, -1.86438], [2.24159, 2.94955, -1.28275], [-0.18978, 2.31009, -3.04641], [0.01493, 0.83423, -3.98592], [3.35031, -0.84006, -2.25158], [3.16476, -0.07088, -3.84667], [1.99362, -1.29741, -3.28851], [-0.65660, 4.39428, 1.14668], [-0.53639, 3.04015, 0.49611], [-1.59578, 2.38163, 0.23167], [0.64329, 2.61763, 0.24895], [-1.69802, 4.63448, 1.34636], [-0.22992, 5.15610, 0.49464], [-0.09404, 4.40945, 2.08233]]}

***

Record 2
{"formula": "C25H45BrClF10N4O3", "method": "ωB97M-V/def2-TZVPD", "gap_ev": 8.10, "e_tot_ha": -5456.4516, "total_charge": 1, "homo_energy_ev": -11.97, "symbols": ["C", "C", "C", "Cl", "N", "C", "C", "C", "F", "F", "C", "F", "F", "C", "F", "F", "C", "F", "F", "F", "C", "N", "C", "N", "C", "C", "F", "N", "C", "C", "C", "Br", "H", "H", "H", "H", "H", "H", "H", "H", "H", "H", "H", "H", "H", "H", "H", "H", "H", "H", "H", "H", "H", "C", "C", "C", "O", "H", "H", "H", "H", "H", "H", "H", "H", "C", "C", "C", "O", "H", "H", "H", "H", "H", "H", "H", "H", "C", "C", "C", "O", "H", "H", "H", "H", "H", "H", "H", "H"], "coordinates": [[1.05330, 5.54661, 1.86336], [0.32225, 4.25066, 2.55108], [0.07122, 2.97430, 1.57639], [-0.27260, 3.72194, -0.12809], [1.26642, 2.00016, 1.44116], [2.65306, 2.27232, 1.94678], [3.62812, 2.70950, 0.70631], [5.23173, 2.71750, 1.03873], [5.49700, 1.68979, 2.11292], [5.91915, 2.34221, -0.25350], [5.82109, 4.13604, 1.61509], [4.70020, 4.74303, 2.42828], [6.91740, 3.90523, 2.62936], [6.19325, 5.25457, 0.48283], [5.10517, 5.43900, -0.52713], [6.32694, 6.58661, 1.18316], [7.59039, 5.02408, -0.32828], [8.48541, 6.21231, -0.39560], [7.19977, 4.73749, -1.75976], [8.40557, 3.86829, 0.10356], [0.84699, 0.83785, 0.77996], [-0.57784, 0.48508, 0.29997], [-0.66665, -0.88647, -0.32436], [0.82041, -1.27702, -0.18738], [1.04116, -2.67000, -0.72326], [-0.09024, -3.77898, -0.19266], [0.47459, -5.16060, -0.24375], [1.68600, -0.33332, 0.38487], [3.11244, -0.69543, 0.46049], [3.88436, -0.90763, -1.01287], [3.36334, 0.10887, -2.18152], [5.91442, -0.92093, -0.79584], [1.69923, 6.05751, 2.72758], [0.20728, 6.30665, 1.56627], [1.80659, 5.29873, 1.00324], [-0.75184, 4.62922, 2.90892], [0.85726, 3.89257, 3.55680], [-0.89287, 2.42528, 2.01898], [2.99609, 1.28099, 2.51915], [2.77018, 3.10446, 2.75956], [3.34166, 3.83896, 0.44411], [3.30966, 2.08067, -0.22614], [-1.55922, -1.48470, -0.78808], [2.08773, -3.14635, -0.40273], [1.06139, -2.66600, -1.91578], [-0.96723, -3.71796, -0.99845], [-0.50657, -3.46816, 0.85592], [3.17444, -1.78399, 0.95316], [3.85265, -0.04285, 1.06470], [3.65172, -2.01014, -1.40833], [2.32519, 0.61261, -1.99159], [3.32786, -0.34836, -3.26555], [4.15569, 0.99972, -2.23170], [-3.66807, 4.25413, 5.32400], [-2.50908, 3.27020, 5.31167], [-2.52106, 2.38430, 6.54728], [-1.27963, 3.98928, 5.25798], [-3.60852, 4.91901, 6.19302], [-3.63962, 4.89335, 4.43499], [-4.62930, 3.73158, 5.34913], [-2.56418, 2.64782, 4.41197], [-2.42086, 2.98291, 7.45966], [-1.67439, 1.68970, 6.53087], [-3.44789, 1.80568, 6.60913], [-1.22207, 4.54480, 6.05313], [-2.55320, -6.75999, -3.34190], [-2.67784, -6.30481, -1.89663], [-4.10280, -6.45690, -1.38864], [-2.28386, -4.93873, -1.79606], [-3.19128, -6.15820, -3.99876], [-1.52513, -6.63326, -3.69791], [-2.83419, -7.81213, -3.45005], [-1.99822, -6.88901, -1.26681], [-4.79581, -5.84436, -1.97629], [-4.18011, -6.11397, -0.35134], [-4.43029, -7.49994, -1.43823], [-2.88196, -4.41232, -2.35225], [-5.86792, -4.78145, -6.61468], [-5.99256, -4.32626, -5.16941], [-7.41752, -4.47836, -4.66143], [-5.59858, -2.96018, -5.06885], [-6.50601, -4.17965, -7.27155], [-4.83985, -4.65472, -6.97070], [-6.14891, -5.83359, -6.72283], [-5.31294, -4.91047, -4.53960], [-8.11053, -3.86582, -5.24908], [-7.49483, -4.13542, -3.62413], [-7.74502, -5.52140, -4.71102], [-6.19668, -2.43377, -5.62504]]}

***

Record 3
{"formula": "C25H45Cl3O10Se2Si3Ta", "method": "ωB97M-V/def2-TZVPD", "gap_ev": 4.69, "e_tot_ha": -8841.2377, "total_charge": -1, "homo_energy_ev": -4.11, "symbols": ["Ta", "O", "C", "O", "C", "C", "C", "C", "C", "O", "C", "C", "O", "O", "H", "H", "H", "H", "H", "H", "H", "H", "O", "C", "C", "C", "O", "C", "Se", "C", "Se", "H", "H", "H", "H", "H", "H", "H", "H", "H", "H", "C", "O", "Si", "C", "C", "C", "Si", "C", "C", "C", "Si", "C", "C", "C", "H", "H", "H", "H", "H", "H", "H", "H", "H", "H", "H", "H", "H", "H", "H", "H", "H", "H", "H", "H", "H", "H", "H", "H", "H", "H", "H", "Cl", "C", "Cl", "Cl", "C", "O", "O"], "coordinates": [[1.08911, -0.71738, -1.12955], [3.06069, 1.66177, -0.12303], [2.37939, 0.98100, 0.58074], [1.10712, 0.57308, 0.19959], [2.83522, 0.46418, 1.91328], [1.71717, -0.24841, 2.70129], [2.24052, -0.62355, 4.09234], [3.12296, -1.86158, 3.76450], [3.01989, -1.90736, 2.23894], [1.65851, -1.50995, 2.01334], [3.82902, -0.72371, 1.63185], [4.12162, -0.98409, 0.15534], [5.24110, -1.15349, -0.23886], [3.04906, -1.11402, -0.66427], [3.29029, 1.29066, 2.45256], [0.74340, 0.23791, 2.67090], [1.41440, -0.87078, 4.75918], [2.80543, 0.19652, 4.54150], [2.70197, -2.77309, 4.18647], [4.15643, -1.76506, 4.10071], [3.21997, -2.87454, 1.79512], [4.78719, -0.59585, 2.12021], [1.78422, 0.06615, -6.64174], [1.16834, -0.99775, -5.90209], [-0.07680, -0.57810, -5.09964], [-1.21565, -0.24137, -6.07929], [-0.93393, 0.83556, -6.96029], [-0.53595, -1.80225, -4.28441], [-0.92742, -1.52828, -2.38830], [0.17999, 0.67314, -4.27753], [1.75630, 0.63785, -3.12335], [2.18354, 0.67564, -6.01268], [1.89944, -1.46041, -5.24363], [0.86753, -1.73888, -6.64413], [-2.10750, 0.04073, -5.51354], [-1.45020, -1.15521, -6.63904], [-0.02403, 0.74370, -7.26678], [0.16915, -2.62593, -4.34552], [-1.50212, -2.16129, -4.63510], [-0.65987, 0.88812, -3.62043], [0.33739, 1.52784, -4.92887], [-0.21608, 2.81288, -1.33345], [-0.91455, 1.58611, -1.10371], [-2.23105, 1.53316, 0.01601], [-3.54625, 0.56282, -0.91285], [-2.99595, 3.26696, 0.00873], [-1.74684, 0.96651, 1.61466], [-1.19970, 2.18249, 2.80808], [-2.62355, 3.03435, 3.71628], [-0.09519, 1.56371, 4.21862], [-0.10512, 3.54400, 2.06995], [-2.35512, -0.64934, 2.12882], [-1.65431, -1.35842, 3.73132], [-2.01239, -1.97882, 0.84287], [-4.21727, -0.65851, 2.49139], [-0.62080, 3.62933, -0.73455], [-0.29122, 3.08898, -2.39039], [0.84127, 2.70900, -1.08756], [-3.92972, 1.19326, -1.72233], [-4.38357, 0.32260, -0.24586], [-3.19595, -0.37197, -1.35228], [-3.08438, 3.68731, -1.00460], [-2.46925, 3.99462, 0.63255], [-4.00954, 3.16426, 0.42109], [-3.13803, 2.29530, 4.34783], [-3.35939, 3.43498, 3.00839], [-2.28188, 3.85596, 4.36700], [-0.41947, 0.60584, 4.63110], [-0.11737, 2.30295, 5.03021], [0.95152, 1.45400, 3.89849], [-0.66391, 4.31919, 1.53540], [0.61237, 3.10866, 1.35978], [0.46789, 4.04190, 2.86307], [-0.56210, -1.48349, 3.69578], [-2.09870, -2.35006, 3.89429], [-1.90586, -0.73771, 4.59734], [-0.92750, -2.07647, 0.68509], [-2.48920, -1.73882, -0.11471], [-2.38613, -2.96425, 1.15523], [-4.39816, -0.07741, 3.40570], [-4.62532, -1.67140, 2.64499], [-4.78503, -0.18254, 1.68515], [1.96719, -5.49467, -2.56714], [2.69378, -4.02534, -1.86365], [4.40662, -4.27005, -1.57789], [2.45341, -2.67028, -2.99669], [1.93040, -3.73509, -0.50117], [2.17744, -4.46032, 0.42583], [1.05102, -2.78771, -0.57800]]}

***

Record 4
{"formula": "C25H45Cl3O10Se2Si3Ta", "method": "ωB97M-V/def2-TZVPD", "gap_ev": 6.86, "e_tot_ha": -8841.3130, "total_charge": -1, "homo_energy_ev": -4.87, "symbols": ["Ta", "O", "C", "O", "C", "C", "C", "C", "C", "O", "C", "C", "O", "O", "H", "H", "H", "H", "H", "H", "H", "H", "O", "C", "C", "C", "O", "C", "Se", "C", "Se", "H", "H", "H", "H", "H", "H", "H", "H", "H", "H", "C", "O", "Si", "C", "C", "C", "Si", "C", "C", "C", "Si", "C", "C", "C", "H", "H", "H", "H", "H", "H", "H", "H", "H", "H", "H", "H", "H", "H", "H", "H", "H", "H", "H", "H", "H", "H", "H", "H", "H", "H", "H", "Cl", "C", "Cl", "Cl", "C", "O", "O"], "coordinates": [[0.11847, -0.03115, -0.21077], [-3.22900, -2.13876, 1.12002], [-2.70530, -1.44372, 0.28274], [-1.37391, -1.30559, 0.19475], [-3.58888, -0.73039, -0.73100], [-3.12057, -0.93119, -2.17288], [-4.22944, -0.52257, -3.15155], [-4.15568, 1.02802, -3.08238], [-3.06045, 1.21427, -2.03125], [-2.16771, 0.12702, -2.31760], [-3.60670, 0.83495, -0.63546], [-2.75031, 1.45044, 0.45695], [-3.26583, 2.19500, 1.26584], [-1.45705, 1.19363, 0.43935], [-4.57703, -1.14800, -0.57141], [-2.65169, -1.88369, -2.37708], [-5.19920, -0.92521, -2.85425], [-3.99694, -0.88814, -4.15088], [-5.09099, 1.49796, -2.77776], [-3.84130, 1.45609, -4.03372], [-2.53986, 2.16676, -2.07222], [-4.60658, 1.21864, -0.47301], [4.62824, -2.23267, -2.93551], [3.20990, -2.40185, -3.11262], [2.50347, -1.18443, -3.71691], [2.92325, -1.02265, -5.18841], [4.31936, -0.79658, -5.37814], [2.85761, 0.10487, -3.00366], [2.62837, 0.10825, -1.06230], [1.00005, -1.41601, -3.71296], [0.16147, -1.97472, -2.03591], [4.74551, -1.58100, -2.23376], [2.73480, -2.64907, -2.16368], [3.08618, -3.25689, -3.78530], [2.41045, -0.16078, -5.62019], [2.59015, -1.91561, -5.73513], [4.79721, -1.34682, -4.74542], [2.28261, 0.92821, -3.41388], [3.91113, 0.33406, -3.12656], [0.74292, -2.23306, -4.38994], [0.47521, -0.51502, -4.03144], [2.05540, -3.36105, 0.38316], [1.59447, -2.08237, 0.79513], [2.26826, -1.20952, 2.06092], [4.07049, -0.76201, 1.82826], [2.41069, -2.44405, 3.46840], [1.01463, 0.15079, 2.02698], [-0.28691, -0.29502, 3.36234], [-1.00032, -2.00624, 3.08132], [-1.62345, 0.96122, 3.69009], [0.41463, -0.44183, 5.12704], [1.70504, 1.90633, 2.33624], [2.60721, 1.95892, 4.01015], [3.06139, 2.53560, 1.20175], [0.38969, 3.24044, 2.41052], [2.04778, -4.05986, 1.22541], [3.07175, -3.29594, -0.02372], [1.39398, -3.73051, -0.39469], [4.68126, -1.66970, 1.91035], [4.37979, -0.07670, 2.63181], [4.28254, -0.28605, 0.87346], [3.09512, -3.24255, 3.15673], [1.45366, -2.89459, 3.75020], [2.84958, -1.97016, 4.35410], [-2.04868, -1.96886, 2.78654], [-0.92685, -2.57561, 4.01632], [-0.47663, -2.55639, 2.29513], [-2.12994, 1.37600, 2.81704], [-1.19517, 1.79811, 4.25682], [-2.37583, 0.47527, 4.32478], [1.05002, -1.31359, 5.28827], [-0.45896, -0.55219, 5.78620], [0.95748, 0.44187, 5.45736], [3.09477, 1.00639, 4.26438], [1.92589, 2.21978, 4.82676], [3.38406, 2.73398, 3.96916], [3.87167, 1.81532, 1.05639], [3.48121, 3.43081, 1.68078], [2.68740, 2.81406, 0.21574], [0.15740, 3.51129, 3.44737], [-0.54001, 2.92904, 1.92565], [0.75280, 4.13554, 1.89364], [2.02614, 4.29946, -2.45865], [0.32171, 3.82646, -2.21886], [-0.55082, 3.97571, -3.75180], [-0.43254, 4.88065, -1.02022], [0.34432, 2.33500, -1.72767], [0.21399, 1.42949, -2.54829], [0.52723, 2.14846, -0.48499]]}